[1]
Computed, not measured: the molecule C2H2Cl2O2, with the ωB97M-V functional and the def2-TZVPD basis.

XYZ file:
```
8
Properties=species:S:1:pos:R:3:forces:R:3:nbo_charge:R:1
Cl -1.58178 0.70682 0.96899 -1.862 0.334 0.521 -0.031
C 0.07455 0.76260 0.47550 -0.333 -0.270 0.706 0.023
O 0.41688 1.94822 -0.22202 -0.149 -0.835 1.490 -0.235
O 0.65874 1.20416 -1.40177 -0.098 -2.493 -1.572 -0.246
C 0.20639 -0.14712 -0.75797 3.664 4.465 1.066 0.021
Cl 1.41052 -1.36080 -0.75669 0.452 -0.343 -0.070 0.038
H 0.55727 0.58369 1.44956 0.799 0.032 -0.965 0.223
H -0.65580 -0.47263 -1.18181 -2.472 -0.891 -1.176 0.208
```
Positions in Å, forces in eV/Å.

Its highest occupied orbital energy is -10.19 eV. The energy relative to the best compared isomer or geometry (same formula, charge and spin) is 480.9 kJ/mol. The HOMO-LUMO gap is 10.98 eV.


[2]
Computed, not measured: a cluster of 2 separate species, C2H2Cl2O2S in total, with the ωB97M-V functional and the def2-TZVPD basis.

XYZ file:
```
9
Properties=species:S:1:pos:R:3:forces:R:3:nbo_charge:R:1
C -0.10064 0.18144 1.06512 1.234 0.726 1.904 0.301
C -0.62276 -0.42933 -0.17097 -2.651 -0.099 1.949 -0.389
O 2.31302 -0.37533 -1.33919 -0.059 -0.016 -0.186 -0.731
O -0.45414 1.41777 1.35725 1.837 -2.856 0.748 -0.599
S 2.74001 -0.35809 0.07827 0.119 0.032 0.263 0.721
Cl -1.86039 0.54914 -0.94224 -1.036 0.185 -0.675 -0.040
Cl -1.04426 -2.15312 0.04938 -0.300 0.475 0.261 0.015
H 0.12597 -0.50389 -0.83173 2.978 0.146 -2.397 0.258
H -1.09681 1.67142 0.73412 -2.123 1.408 -1.868 0.464
```
Positions in Å, forces in eV/Å.

Its highest occupied orbital energy (spin up / spin down) is -9.36 / -8.82 eV. The energy relative to the best compared isomer or geometry (same formula, charge and spin) is 442.4 kJ/mol. The HOMO-LUMO gap (spin up / spin down) is 7.67 / 7.23 eV.


[3]
Computed, not measured: a structure of composition C2H2Cl2OS, with the ωB97M-V functional and the def2-TZVPD basis.

XYZ file:
```
8
Properties=species:S:1:pos:R:3:forces:R:3:nbo_charge:R:1
C 0.37818 1.20706 0.44116 0.228 2.458 0.349 0.400
C -0.44980 -1.00550 -0.34025 3.102 0.716 3.104 -0.588
O -0.70579 1.54114 0.76945 1.693 0.059 1.082 -0.468
S 0.85909 0.22832 -0.79433 -0.262 -2.581 -1.252 0.353
Cl -1.92122 -0.84102 -1.05317 -3.340 0.726 -0.771 0.065
Cl 2.22331 1.83955 0.88070 -1.593 0.602 0.685 -0.226
H -0.07782 -1.87074 -0.74653 1.303 -2.223 -0.600 0.221
H -0.30596 -1.09881 0.84298 -1.132 0.244 -2.597 0.244
```
Positions in Å, forces in eV/Å.

Its highest occupied orbital energy is -10.08 eV. The energy relative to the best compared isomer or geometry (same formula, charge and spin) is 128.6 kJ/mol. The HOMO-LUMO gap is 9.85 eV.


[4]
Computed, not measured: a cluster of 2 separate species, C2H2Cl2P in total, with the ωB97M-V functional and the def2-TZVPD basis.

XYZ file:
```
7
Properties=species:S:1:pos:R:3:forces:R:3:nbo_charge:R:1
C -0.38756 1.82103 0.56550 -0.985 0.287 -0.576 -0.616
C 0.70195 1.65412 1.06524 -0.269 0.015 -0.310 0.172
P -1.90817 2.07433 -0.23865 0.881 -0.509 0.927 1.212
Cl -3.01719 0.85057 0.82049 -0.017 0.208 -0.259 -0.048
Cl -1.88910 -2.60681 0.12186 -0.003 0.285 -0.442 -0.265
H -1.90506 -2.23989 -1.12019 0.002 -0.261 0.406 0.269
H 1.66865 1.48627 1.46651 0.392 -0.025 0.254 0.276
```
Positions in Å, forces in eV/Å.

Its highest occupied orbital energy is -14.95 eV. The energy relative to the best compared isomer or geometry (same formula, charge and spin) is 62.3 kJ/mol. As for the charge: +1. The HOMO-LUMO gap is 6.58 eV.


[5]
Computed, not measured: a cluster of 2 separate species, C2H2Cl3NO in total, with the ωB97M-V functional and the def2-TZVPD basis.

XYZ file:
```
9
Properties=species:S:1:pos:R:3:forces:R:3:nbo_charge:R:1
Cl 3.20202 0.15934 1.53499 -2.061 1.221 -1.070 0.029
C 1.43332 0.38565 1.12988 -0.268 -0.472 2.049 -0.149
Cl 0.42186 0.29594 2.50567 -0.161 -1.181 1.199 0.056
C 0.63543 0.77021 0.10371 3.897 -0.537 3.458 0.338
N 0.95333 1.34428 -1.01395 1.946 3.182 -5.040 -0.310
O 0.00711 0.24214 -0.91112 -3.679 -1.190 -0.917 -0.307
H 0.41172 2.22945 -1.18932 0.301 -1.067 0.302 0.343
Cl 0.32390 4.19718 1.57107 0.123 -0.111 -0.633 -0.254
H 0.60461 4.09588 0.30684 -0.097 0.155 0.652 0.254
```
Positions in Å, forces in eV/Å.

Its highest occupied orbital energy (spin up / spin down) is -8.66 / -8.66 eV. The energy relative to the best compared isomer or geometry (same formula, charge and spin) is 581.5 kJ/mol. The HOMO-LUMO gap (spin up / spin down) is 7.81 / 7.77 eV.


[6]
Computed, not measured: a cluster of 2 separate species, C2H2Cl4O2 in total, with the ωB97M-V functional and the def2-TZVPD basis.

XYZ file:
```
10
Properties=species:S:1:pos:R:3:forces:R:3:nbo_charge:R:1
C 1.70410 1.51629 0.55554 2.288 -2.042 1.167 0.160
C 0.22845 -0.51351 -0.50699 -0.493 -1.494 -0.475 0.210
O 0.86493 2.45290 0.34717 -2.368 2.757 0.109 -0.668
O -0.05138 -1.34863 0.50357 0.338 0.288 0.098 -0.697
Cl 2.23372 1.21780 2.18281 -0.384 0.385 -0.215 0.012
Cl 2.94292 1.42282 -0.60935 1.080 -0.229 -0.784 -0.016
Cl -1.04563 0.53789 -0.95078 -0.659 0.497 -0.197 -0.001
Cl 1.03268 -1.19354 -1.88792 0.102 -0.135 0.140 -0.001
H 0.65046 2.51711 -0.59814 0.045 -0.030 0.288 0.512
H -0.54001 -2.13923 0.22670 0.050 0.002 -0.131 0.488
```
Positions in Å, forces in eV/Å.

Its highest occupied orbital energy (spin up / spin down) is -7.12 / -11.15 eV. The HOMO-LUMO gap (spin up / spin down) is 7.59 / 9.88 eV. The multiplicity is 3.


What did the fifth record say?
Computed, not measured: a cluster of 2 separate species, C2H2Cl3NO in total, with the ωB97M-V functional and the def2-TZVPD basis.

XYZ file:
```
9
Properties=species:S:1:pos:R:3:forces:R:3:nbo_charge:R:1
Cl 3.20202 0.15934 1.53499 -2.061 1.221 -1.070 0.029
C 1.43332 0.38565 1.12988 -0.268 -0.472 2.049 -0.149
Cl 0.42186 0.29594 2.50567 -0.161 -1.181 1.199 0.056
C 0.63543 0.77021 0.10371 3.897 -0.537 3.458 0.338
N 0.95333 1.34428 -1.01395 1.946 3.182 -5.040 -0.310
O 0.00711 0.24214 -0.91112 -3.679 -1.190 -0.917 -0.307
H 0.41172 2.22945 -1.18932 0.301 -1.067 0.302 0.343
Cl 0.32390 4.19718 1.57107 0.123 -0.111 -0.633 -0.254
H 0.60461 4.09588 0.30684 -0.097 0.155 0.652 0.254
```
Positions in Å, forces in eV/Å.

Its highest occupied orbital energy (spin up / spin down) is -8.66 / -8.66 eV. The energy relative to the best compared isomer or geometry (same formula, charge and spin) is 581.5 kJ/mol. The HOMO-LUMO gap (spin up / spin down) is 7.81 / 7.77 eV.


> What is the formula in the fifth record?

C2H2Cl3NO